Entry from the Open Molecules 2025 dataset: a structure of composition C30H75F2K2NO24P5S2 in a non-equilibrium geometry (ωB97M-V with the def2-TZVPD basis set).

The value obtained for the energy above the lowest of the compared OMol25 structures with the same formula, charge and spin is 0.0 kcal per mole. The HOMO energy is -11.6 eV. For the HOMO-LUMO gap, the calculation gives 7.79 eV. Its charge is +1. The calculation puts the molar mass at 1169.1 g mol⁻¹.

XYZ file:
```
141
C30H75F2K2NO24P5S2 | the Open Molecules 2025 dataset | ωB97M-V with the def2-TZVPD basis set
K 0.54363 1.21815 -3.04431
K 3.75385 1.07345 -1.41485
N 1.43987 0.39632 -0.40935
S 0.90407 -1.20877 -0.18578
O -0.44425 -1.35603 -0.67740
O 1.46119 -2.03942 0.82089
F 1.75234 -1.69425 -1.48089
S 0.90632 0.90304 0.97329
O 1.69954 0.48184 2.10685
O -0.52030 0.98312 1.10937
F 1.33607 2.44054 0.74977
C -4.86703 -3.25994 -1.82040
C -5.11088 -1.96851 -2.59088
O -3.81688 -1.34361 -2.68147
P -3.60505 0.20295 -3.04923
O -2.19589 0.49441 -3.42337
O -4.65813 0.39573 -4.26288
C -5.10600 1.71296 -4.63595
C -6.12706 2.36691 -3.72096
O -4.17415 0.91162 -1.76575
C -3.27198 1.41819 -0.72881
C -3.97787 1.33963 0.60936
H -4.31875 -3.03887 -0.90842
H -5.81469 -3.77594 -1.65505
H -4.29275 -3.97127 -2.41491
H -5.47338 -2.16235 -3.60124
H -5.80198 -1.31087 -2.06017
H -4.21776 2.33976 -4.79057
H -5.46736 1.64066 -5.66422
H -6.31620 3.40449 -3.98687
H -7.07807 1.83510 -3.66297
H -5.75482 2.31340 -2.70192
H -2.44148 0.71286 -0.73535
H -2.91606 2.43501 -0.87593
H -3.44790 1.96878 1.32645
H -4.99480 1.73813 0.57380
H -4.08466 0.35329 1.05901
C -6.07433 -4.90304 5.94288
C -5.48510 -3.51090 5.67376
O -4.30862 -3.67205 4.87798
P -2.84515 -3.54365 5.52548
O -2.73127 -2.62944 6.67017
O -2.44348 -5.03129 6.01823
C -2.28786 -6.06498 5.04199
C -3.04219 -7.34148 5.48972
O -1.89355 -3.23931 4.27065
C -1.94834 -1.99013 3.59776
C -0.84893 -1.07331 4.13174
H -6.63733 -4.87054 6.87922
H -6.73753 -5.28846 5.17055
H -5.27051 -5.61666 6.11076
H -6.18312 -2.90058 5.09872
H -5.41012 -2.98768 6.62703
H -2.67590 -5.77308 4.06609
H -1.24205 -6.34383 4.92135
H -3.32878 -7.25356 6.54015
H -4.00895 -7.40369 4.98952
H -2.43481 -8.23355 5.37035
H -1.84303 -2.14092 2.52515
H -2.88446 -1.44387 3.74105
H 0.14231 -1.43128 3.84103
H -0.88311 -0.04261 3.76941
H -0.80218 -0.96115 5.21561
C 1.59277 1.27142 5.97740
C 1.70605 2.49228 5.06922
O 3.00518 2.67045 4.50988
P 4.16102 3.42243 5.30344
O 3.93979 4.84961 5.57387
O 5.45139 3.09617 4.41130
C 5.68493 1.73378 4.07775
C 6.51443 1.66884 2.78888
O 4.34403 2.50628 6.60307
C 5.39487 2.82709 7.53842
C 4.89574 3.58743 8.73347
H 0.56743 1.15235 6.33537
H 2.03955 0.38285 5.53275
H 2.08670 1.41338 6.94259
H 1.03082 2.38219 4.22480
H 1.36337 3.31139 5.70860
H 6.16856 1.25335 4.93496
H 4.75936 1.16201 3.97675
H 7.26746 2.44926 2.68315
H 7.09465 0.75677 2.64931
H 5.80420 1.80426 1.96558
H 5.81200 1.86836 7.84248
H 6.16796 3.42346 7.04740
H 4.09680 3.04516 9.24486
H 5.71431 3.82231 9.41230
H 4.41403 4.53445 8.47846
C -3.93222 -3.20888 -9.62077
C -2.55269 -3.67717 -9.21674
O -2.48391 -3.64097 -7.79183
P -1.09555 -4.03899 -7.08801
O -0.03059 -3.04153 -7.13486
O -0.75884 -5.47584 -7.66110
C 0.07526 -6.38171 -6.94833
C -0.31490 -7.82959 -7.22514
O -1.59106 -4.35985 -5.58841
C -2.28951 -3.38461 -4.79968
C -1.25609 -2.86692 -3.80420
H -4.00807 -3.03822 -10.69369
H -4.66383 -3.95014 -9.29045
H -4.21999 -2.28051 -9.12528
H -2.35272 -4.68241 -9.59195
H -1.84743 -2.97739 -9.68003
H 1.13057 -6.18584 -7.13522
H -0.05829 -6.32510 -5.86432
H -1.35267 -7.96258 -6.92616
H -0.28617 -8.03746 -8.30018
H 0.41887 -8.51025 -6.80086
H -2.56258 -2.52637 -5.41975
H -3.22771 -3.77402 -4.41755
H -0.86071 -3.65368 -3.15816
H -0.39471 -2.57385 -4.41237
H -1.48008 -2.00760 -3.17784
C 4.51770 7.87309 -2.68141
C 3.47885 6.77967 -2.45729
O 4.01851 5.45475 -2.31982
P 4.91974 4.93732 -1.12319
O 4.99032 3.49699 -0.81603
O 6.32539 5.62319 -1.41190
C 7.33483 4.99006 -2.21322
C 6.97578 4.96681 -3.68562
O 4.43401 5.86114 0.10466
C 3.48310 5.42287 1.06236
C 2.05540 5.68751 0.57930
H 4.03112 8.84997 -2.66500
H 5.14609 7.90561 -1.79148
H 5.08838 7.76647 -3.60068
H 3.00598 7.01619 -1.50629
H 2.79520 6.80559 -3.30366
H 8.24258 5.59130 -2.14822
H 7.60941 4.02259 -1.79212
H 7.76412 4.37533 -4.16580
H 6.04910 4.43937 -3.91274
H 7.02215 5.93979 -4.16758
H 3.61925 4.36440 1.28726
H 3.61559 5.92874 2.01777
H 1.38172 5.17019 1.26619
H 1.73213 6.72320 0.67342
H 1.88936 5.25252 -0.40732
```

Results of the Löwdin charge analysis, in e, for atoms 1 through 99:
1 K 0.863
2 K 0.878
3 N -0.466
4 S 0.551
5 O -0.257
6 O -0.200
7 F -0.226
8 S 0.425
9 O -0.253
10 O -0.253
11 F -0.197
12 C -0.054
13 C -0.242
14 O -0.205
15 P 0.435
16 O -0.315
17 O -0.169
18 C -0.253
19 C -0.062
20 O -0.189
21 C -0.221
22 C -0.060
23 H 0.083
24 H 0.084
25 H 0.065
26 H 0.120
27 H 0.119
28 H 0.115
29 H 0.121
30 H 0.084
31 H 0.085
32 H 0.055
33 H 0.087
34 H 0.124
35 H 0.081
36 H 0.083
37 H 0.080
38 C -0.057
39 C -0.253
40 O -0.186
41 P 0.431
42 O -0.228
43 O -0.173
44 C -0.267
45 C -0.068
46 O -0.172
47 C -0.255
48 C -0.073
49 H 0.078
50 H 0.075
51 H 0.054
52 H 0.115
53 H 0.114
54 H 0.107
55 H 0.115
56 H 0.076
57 H 0.066
58 H 0.070
59 H 0.116
60 H 0.115
61 H 0.075
62 H 0.065
63 H 0.072
64 C -0.074
65 C -0.252
66 O -0.188
67 P 0.398
68 O -0.223
69 O -0.172
70 C -0.270
71 C -0.053
72 O -0.197
73 C -0.262
74 C -0.076
75 H 0.082
76 H 0.084
77 H 0.066
78 H 0.105
79 H 0.124
80 H 0.119
81 H 0.111
82 H 0.078
83 H 0.075
84 H 0.061
85 H 0.122
86 H 0.119
87 H 0.081
88 H 0.083
89 H 0.079
90 C -0.076
91 C -0.282
92 O -0.176
93 P 0.409
94 O -0.229
95 O -0.164
96 C -0.275
97 C -0.067
98 O -0.195
99 C -0.239